[1]
{
  "formula": "C3H16O5",
  "method": "wB97M-V/def2-TZVPD",
  "elements": ["O", "O", "O", "O", "O", "C", "C", "C", "H", "H", "H", "H", "H", "H", "H", "H", "H", "H", "H", "H", "H", "H", "H", "H"],
  "xyz": [[-4.481774, 1.386102, 0.247052], [-0.896916, 1.601255, -1.410778], [-2.606189, 2.908354, -3.267859], [1.971100, -3.898934, 2.866341], [-1.954267, -4.683210, 2.621551], [2.488595, 1.329250, -1.455122], [2.435090, 0.367683, 0.944209], [3.000824, 0.533864, -0.259817], [-2.688323, 2.184258, -3.951757], [-1.405358, 0.799157, -1.177096], [1.501223, 1.479545, -1.404857], [2.797375, 2.350845, -1.318798], [2.800332, -0.476372, 1.605027], [1.573494, -3.329831, 3.415852], [-1.197518, 2.257538, -0.683542], [-1.787480, 2.514380, -2.878616], [3.998082, 0.092350, -0.311050], [-5.086925, 1.233800, 0.873163], [2.784345, 0.946588, -2.378818], [1.469806, 0.929959, 1.331599], [-4.527641, 2.301204, -0.214854], [-1.345229, -4.056712, 2.070143], [-1.278195, -5.368990, 2.460064], [2.435548, -3.402084, 2.277964]],
  "forces_ev_per_a": [[4.3, 2.7, -5.2], [-1.0, 1.1, 2.1], [1.0, -2.2, -1.1], [0.2, -5.3, -0.7], [3.1, 1.3, -2.2], [2.9, 0.3, 2.7], [-1.7, -0.1, 0.8], [-0.1, 0.0, 0.5], [-0.6, 1.4, 0.7], [0.3, 0.5, -0.2], [-4.0, -0.2, 0.1], [0.9, 0.6, -0.4], [-0.1, 1.6, -0.5], [-2.3, 3.2, 3.3], [0.8, -1.6, -1.8], [-0.6, 0.8, 0.4], [-0.3, -0.3, -0.6], [-3.8, -0.1, 3.5], [0.6, -0.6, -1.4], [1.9, -1.4, -1.1], [-0.5, -2.5, 1.7], [-2.2, -0.4, 1.4], [-0.8, -0.8, 0.8], [2.1, 2.1, -2.7]],
  "energy_ha": -499.9874,
  "orbital_gap_ev": 9.88,
  "relative_energy_kcal_mol": 72.8
}

[2]
{
  "formula": "C2H4N4",
  "method": "wB97M-V/def2-TZVPD",
  "elements": ["N", "N", "N", "N", "C", "C", "H", "H", "H", "H"],
  "xyz": [[-0.367182, -0.304757, -0.919669], [1.585378, 1.290860, 1.453584], [1.298283, -1.981038, -0.947515], [0.477326, -1.203312, -0.881738], [-1.310901, -0.319075, 0.207239], [1.530848, 1.585380, 0.339028], [-1.989135, 0.520817, 0.055124], [-0.793585, -0.190388, 1.165073], [-1.896419, -1.245546, 0.226433], [1.465389, 1.847061, -0.697561]],
  "forces_ev_per_a": [[0.2, -0.2, -0.1], [0.0, 0.3, -1.1], [-0.9, 0.9, 0.1], [0.7, -0.7, -0.1], [-0.2, 0.0, 0.2], [0.1, -0.2, 1.0], [0.1, -0.1, 0.0], [-0.1, 0.0, -0.1], [0.1, 0.1, 0.0], [0.0, 0.0, 0.1]],
  "energy_ha": -297.5374,
  "orbital_gap_ev": 10.65,
  "relative_energy_kcal_mol": 67.1
}

[3]
{
  "formula": "BrH3NO2P",
  "method": "wB97M-V/def2-TZVPD",
  "elements": ["Br", "P", "O", "O", "N", "H", "H", "H"],
  "xyz": [[2.627623, 0.527300, 0.034345], [-0.508850, -0.954856, -0.105140], [1.831587, -0.359472, -1.137010], [0.179100, -0.627077, 1.308226], [-1.625318, 0.342844, -0.284490], [-2.092404, 0.330829, -1.175293], [-1.697292, 1.269545, 0.203472], [1.285557, -0.529115, 1.155890]],
  "forces_ev_per_a": [[1.6, 1.5, 2.5], [0.7, 2.5, 0.5], [-3.2, -2.0, -2.0], [1.7, -0.2, -1.7], [1.4, -0.5, 0.8], [-0.3, 0.0, -0.2], [0.5, -1.5, -0.5], [-2.5, 0.3, 0.5]],
  "energy_ha": -3122.3181,
  "orbital_gap_ev": 7.59,
  "relative_energy_kcal_mol": 39.7
}

Number 1: LUMO level 0.011 Ha. Number 2: LUMO level 0.033 Ha. Number 3: LUMO level -0.027 Ha.